Record 1
DFT (wB97M-V/def2-TZVPD) results for the molecule C5H6S at a distorted geometry.

The geometry in XYZ format:
```
12
Properties=species:S:1:pos:R:3:forces:R:3
S 2.973948 0.050671 0.016834 -2.868 -0.183 -0.071
C 1.280075 0.078157 -0.068297 0.349 0.225 -0.279
C 0.420820 1.249527 -0.137161 0.401 3.243 1.216
C -0.902226 0.960758 -0.141069 -1.182 2.821 3.291
C -1.204647 -0.526767 0.130059 1.287 -0.614 -4.706
C 0.193231 -1.092907 -0.179770 5.701 -0.677 3.062
H 0.779655 2.396583 0.127382 -0.711 -3.218 -1.271
H -1.566517 1.956415 0.241987 1.202 -3.213 -1.650
H -1.756205 -1.074954 -0.712890 -0.373 1.224 1.414
H -1.537077 -0.851502 1.092707 -0.365 0.348 0.529
H 0.680747 -1.450288 -1.165154 -2.089 -0.476 1.311
H 0.638196 -1.695698 0.795367 -1.351 0.519 -2.845
```
Positions in Å, forces in eV/Å.

As for the highest occupied orbital energy: -8.502 eV. The frontier orbital gap comes out at 7.803 eV. The electronic energy comes out at -592.18175 Ha. The LUMO energy comes out at -0.70 eV. As for the SMILES: S=C1C=CCC1.

Partial charges, Löwdin, in e: 0.6009 -0.7806 -0.1952 -0.0833 -0.1815 -0.2118 0.1621 0.1646 0.1285 0.0987 0.1380 0.1593

=====

Record 2
DFT (wB97M-V/def2-TZVPD) results for the molecule C5H6S at a distorted geometry.

The geometry in XYZ format:
```
12
Properties=species:S:1:pos:R:3:forces:R:3
C -2.785816 -0.201775 -0.005143 11.275 2.801 1.039
C -1.531728 0.159596 0.040764 -4.858 -1.335 0.215
C -0.003789 0.271396 0.344604 -0.270 -2.516 3.119
C 0.748234 -1.134323 -0.126278 0.052 2.394 3.655
S 2.379634 -0.237219 0.034136 -1.023 0.067 -0.991
C 1.142767 1.144707 -0.183841 -0.033 -1.609 -2.809
H -3.704611 -0.237568 -0.380510 -3.463 -0.380 -1.033
H 0.167678 0.351945 1.529186 -0.910 -0.405 -2.420
H 0.850644 -1.857997 0.694162 -0.954 -0.168 -0.706
H 0.183964 -1.405536 -0.973452 0.490 -0.788 -1.602
H 1.501870 1.995512 0.356622 -0.487 0.867 -0.178
H 1.051149 1.151261 -1.330253 0.181 1.072 1.713
```
Positions in Å, forces in eV/Å.

As for the highest occupied orbital energy: -8.862 eV. The frontier orbital gap comes out at 9.491 eV. The electronic energy comes out at -592.13494 Ha. The LUMO energy comes out at 0.63 eV. As for the SMILES: C#CC1CSC1.

Partial charges, Löwdin, in e: 0.1190 -0.0459 -0.4123 -0.3876 0.7728 -0.4301 -0.0431 0.1600 0.0567 0.0558 0.0555 0.0990

=====

Record 3
DFT (wB97M-V/def2-TZVPD) results for the molecule C5H6S at a distorted geometry.

The geometry in XYZ format:
```
12
Properties=species:S:1:pos:R:3:forces:R:3
C -0.775428 -2.431142 -0.478654 0.593 0.880 -0.620
C -0.510903 -1.100003 0.014548 0.164 2.622 0.258
C -0.421532 0.094805 0.244353 0.042 -1.973 -0.048
C -0.133032 1.470769 0.568459 -0.044 -0.005 0.006
C 1.213170 1.957019 0.220640 1.433 -0.590 -0.543
S -0.090469 2.652613 -0.859599 0.506 -0.425 0.764
H -1.788056 -2.447538 -0.792370 -0.994 -0.481 -0.303
H -0.129892 -2.665936 -1.306313 0.185 0.152 -0.682
H -0.542753 -3.177956 0.210059 -0.049 -1.223 1.483
H -0.565550 1.835481 1.496437 -0.114 0.134 -0.271
H 1.936162 1.206457 -0.172847 -1.003 0.477 -0.254
H 1.808283 2.605430 0.855284 -0.719 0.433 0.210
```
Positions in Å, forces in eV/Å.

As for the highest occupied orbital energy: -8.871 eV. The frontier orbital gap comes out at 9.822 eV. The electronic energy comes out at -592.21194 Ha. The LUMO energy comes out at 0.95 eV. As for the SMILES: CC#C[C@H]1CS1.

Partial charges, Löwdin, in e: -0.0954 -0.0602 -0.0666 -0.6056 -0.4487 0.7981 0.0740 0.0803 0.0555 0.1082 0.0922 0.0682

=====

Record 4
DFT (wB97M-V/def2-TZVPD) results for the molecule C5H6S at a distorted geometry.

The geometry in XYZ format:
```
12
Properties=species:S:1:pos:R:3:forces:R:3
S -2.322080 0.043369 -0.217074 -1.496 0.494 1.199
C -0.753498 0.077944 0.677354 0.751 -1.223 -0.667
C 0.082232 -1.161102 0.301418 -1.114 1.610 0.492
C 1.212063 -0.721730 -0.203622 1.744 -0.641 -1.594
C 1.204938 0.745396 -0.311113 1.359 -0.368 0.006
C 0.129529 1.220626 0.279818 -1.240 0.821 0.064
H -2.022572 -0.302885 -1.444929 0.880 -0.218 -0.628
H -0.995813 0.023679 1.734487 -0.322 0.239 0.158
H -0.330560 -2.132601 0.307010 -0.124 -0.900 0.333
H 1.999181 -1.364278 -0.649628 -0.562 0.550 0.421
H 1.986129 1.307773 -0.804527 -0.012 0.054 0.128
H -0.189554 2.263812 0.330809 0.136 -0.418 0.087
```
Positions in Å, forces in eV/Å.

As for the highest occupied orbital energy: -8.597 eV. The frontier orbital gap comes out at 9.375 eV. The electronic energy comes out at -592.25542 Ha. The LUMO energy comes out at 0.78 eV. As for the SMILES: SC1C=CC=C1.

Partial charges, Löwdin, in e: 0.7524 -0.6482 -0.1307 -0.1070 -0.0964 -0.1427 -0.1504 0.1052 0.0914 0.1131 0.1020 0.1113

=====

Record 5
DFT (wB97M-V/def2-TZVPD) results for the molecule C5H6S at a distorted geometry.

The geometry in XYZ format:
```
12
Properties=species:S:1:pos:R:3:forces:R:3
C 0.767692 2.066763 0.278617 -2.158 4.949 4.119
C 1.611497 1.152519 -0.206071 1.370 -3.718 -3.948
C -0.433941 -0.283312 0.268162 0.157 0.871 1.086
C 0.685868 -1.327500 -0.115263 -2.306 1.984 -1.431
C 0.038320 1.042270 -0.455519 -0.124 0.136 -0.084
S 2.282940 -0.448189 0.069771 -0.714 -0.041 0.860
H 0.824831 3.197266 0.501649 -0.400 -2.058 -0.983
H -1.578508 -0.522047 0.098757 2.529 0.129 -0.083
H -0.301930 -0.138744 1.399319 -0.415 0.134 -1.531
H 0.538905 -2.133535 0.520693 0.471 -1.725 1.183
H 0.379748 -1.617655 -1.127468 0.997 -0.194 -0.139
H -0.499866 1.386733 -1.382717 0.595 -0.466 0.952
```
Positions in Å, forces in eV/Å.

As for the highest occupied orbital energy (spin up / spin down): -6.092 / -8.834 eV. The frontier orbital gap (spin up / spin down) comes out at 7.109 / 7.269 eV. The electronic energy comes out at -592.06365 Ha. The multiplicity is 3. The LUMO energy (spin up / spin down) comes out at 1.02 / -1.57 eV.

Partial charges, Löwdin, in e: -0.1265 -0.4786 -0.2080 -0.4631 -0.2491 0.8844 0.1212 0.1405 0.1179 0.0373 0.0801 0.1439

=====

Record 6
DFT (wB97M-V/def2-TZVPD) results for the molecule C5H6S2 at a distorted geometry.

The geometry in XYZ format:
```
13
Properties=species:S:1:pos:R:3:forces:R:3
C 1.040106 1.448122 0.438673 -1.220 -3.619 -0.593
C 2.281496 1.393636 0.069664 0.669 0.417 0.677
C -0.679631 -0.695035 -0.827483 -0.295 0.600 1.747
C -0.756904 -1.180448 0.639272 -0.363 -1.512 -0.755
C 0.491392 -0.669738 0.095682 -0.181 4.606 0.764
S 3.303527 0.040823 -0.233430 -0.205 -1.309 -0.449
S 1.944032 -1.546767 0.233795 1.096 0.473 -0.207
H 0.325447 2.237590 0.645168 0.190 -0.293 0.013
H 2.981912 2.212053 0.045152 -0.087 0.810 -0.087
H -0.546340 -1.369879 -1.613948 -0.435 -1.202 -1.009
H -1.382268 0.127874 -0.964391 0.938 0.256 -0.437
H -1.258667 -0.601829 1.371976 -0.566 0.648 0.246
H -0.921391 -2.248606 0.786032 0.460 0.126 0.091
```
Positions in Å, forces in eV/Å.

As for the highest occupied orbital energy: -7.921 eV. The frontier orbital gap comes out at 8.303 eV. The electronic energy comes out at -990.32841 Ha. The LUMO energy comes out at 0.38 eV.

Partial charges, Löwdin, in e: 0.0197 -0.6693 -0.1164 -0.1763 -0.7289 0.5673 0.6192 0.0635 0.0474 0.0779 0.1039 0.0908 0.1012

=====

Record 7
DFT (wB97M-V/def2-TZVPD) results for a cluster of 2 separate species, C5H6S2 in total at a distorted geometry.

The geometry in XYZ format:
```
13
Properties=species:S:1:pos:R:3:forces:R:3
C 2.331133 1.075421 1.006118 2.057 -0.673 1.587
C 1.382273 1.451082 0.380491 -3.325 -0.028 -2.395
C -0.939799 -0.042337 -0.306286 1.007 -0.219 1.955
C -0.029165 -1.179822 -0.612542 -1.787 -1.331 -2.331
C -0.421212 1.158883 -0.989248 3.780 -2.986 0.438
S 0.554036 -1.067406 -2.348428 0.177 -0.527 -0.344
S 0.169608 0.930409 -2.572467 -0.330 0.653 0.093
H 3.178211 0.796706 1.640309 -0.777 0.320 -0.678
H -1.886153 -0.395959 -0.569855 -2.004 0.449 -0.816
H -0.916807 0.091260 0.809505 -0.183 0.129 -1.058
H 0.809271 -0.999101 -0.041508 1.884 -0.966 1.548
H -0.633714 -2.138725 -0.712238 1.373 0.877 1.201
H -0.827300 2.032098 -0.798941 -1.872 4.302 0.800
```
Positions in Å, forces in eV/Å.

As for the highest occupied orbital energy: -8.424 eV. The frontier orbital gap comes out at 8.108 eV. The electronic energy comes out at -990.29384 Ha. The LUMO energy comes out at -0.32 eV.

Partial charges, Löwdin, in e: -0.0836 -0.0850 -0.3350 -0.5074 -0.5095 0.5274 0.6115 0.0103 0.0992 0.1439 0.0135 0.1035 0.0113

=====

Record 8
DFT (wB97M-V/def2-TZVPD) results for a structure of composition C5H6S2 at a distorted geometry.

The geometry in XYZ format:
```
13
Properties=species:S:1:pos:R:3:forces:R:3
C -0.055584 1.348971 -0.383463 -1.503 0.318 0.910
C -1.098620 1.646667 0.380564 -0.941 0.931 0.843
C -0.077476 0.031689 -0.853664 0.416 -3.230 1.758
C -1.226794 -0.770042 -0.245378 0.944 -2.266 0.064
C -0.010100 -1.201122 0.711186 -0.319 1.186 -3.026
S -2.330583 0.378485 0.560798 0.386 0.663 -0.293
S 0.877344 -2.606734 0.203133 1.116 0.023 -0.578
H 0.696678 2.055448 -0.497754 1.413 0.895 -0.511
H -1.160288 2.598908 0.913646 -0.401 -0.441 -0.130
H 0.616083 -0.269656 -1.639349 -0.512 -0.518 0.312
H -1.719327 -1.710009 -0.793259 1.082 2.419 1.154
H 0.270558 -0.849090 1.718347 -0.765 0.663 -0.935
H 2.061017 -1.999923 -0.229956 -0.916 -0.643 0.432
```
Positions in Å, forces in eV/Å.

As for the highest occupied orbital energy: -7.482 eV. The frontier orbital gap comes out at 7.790 eV. The electronic energy comes out at -990.37460 Ha. The LUMO energy comes out at 0.31 eV.

Partial charges, Löwdin, in e: -0.2150 -0.3976 -0.1729 -0.6096 -0.5845 0.9117 0.6704 0.0932 0.0768 0.1177 0.1452 0.0782 -0.1137

=====

Q: Number 2 is which compound?
A: C5H6S

=====

Copy entry 8 word for word.
DFT (wB97M-V/def2-TZVPD) results for a structure of composition C5H6S2 at a distorted geometry.

The geometry in XYZ format:
```
13
Properties=species:S:1:pos:R:3:forces:R:3
C -0.055584 1.348971 -0.383463 -1.503 0.318 0.910
C -1.098620 1.646667 0.380564 -0.941 0.931 0.843
C -0.077476 0.031689 -0.853664 0.416 -3.230 1.758
C -1.226794 -0.770042 -0.245378 0.944 -2.266 0.064
C -0.010100 -1.201122 0.711186 -0.319 1.186 -3.026
S -2.330583 0.378485 0.560798 0.386 0.663 -0.293
S 0.877344 -2.606734 0.203133 1.116 0.023 -0.578
H 0.696678 2.055448 -0.497754 1.413 0.895 -0.511
H -1.160288 2.598908 0.913646 -0.401 -0.441 -0.130
H 0.616083 -0.269656 -1.639349 -0.512 -0.518 0.312
H -1.719327 -1.710009 -0.793259 1.082 2.419 1.154
H 0.270558 -0.849090 1.718347 -0.765 0.663 -0.935
H 2.061017 -1.999923 -0.229956 -0.916 -0.643 0.432
```
Positions in Å, forces in eV/Å.

As for the highest occupied orbital energy: -7.482 eV. The frontier orbital gap comes out at 7.790 eV. The electronic energy comes out at -990.37460 Ha. The LUMO energy comes out at 0.31 eV.

Partial charges, Löwdin, in e: -0.2150 -0.3976 -0.1729 -0.6096 -0.5845 0.9117 0.6704 0.0932 0.0768 0.1177 0.1452 0.0782 -0.1137